Entry 1:
Here is C56H62ClCsN6O2P2SSi as an isolated structure in a non-equilibrium geometry from the OMol25 dataset. Energies are from ωB97M-V/def2-TZVPD.

```
! wB97M-V def2-TZVPD RIJCOSX def2/J DEFGRID3
* xyz 0 1
Cs 0.349 1.498 -0.318
N 3.419 3.012 2.843
C 3.269 3.272 4.224
C 4.286 3.860 4.961
C 4.106 4.107 6.317
C 2.931 3.725 6.945
C 1.931 3.097 6.212
C 2.086 2.900 4.848
S 0.804 2.187 3.862
N 1.701 1.405 2.646
C 2.820 1.893 2.288
C 3.575 1.211 1.188
C 3.853 -0.146 1.277
C 4.553 -0.740 0.241
C 4.942 0.039 -0.836
C 4.628 1.390 -0.827
N 3.965 1.980 0.171
H 4.305 3.265 2.436
H 5.213 4.137 4.472
H 4.897 4.586 6.881
H 2.793 3.906 8.004
H 1.014 2.777 6.693
H 3.510 -0.708 2.136
H 4.782 -1.800 0.270
H 5.476 -0.390 -1.673
H 4.910 2.031 -1.657
C -0.646 1.843 -4.281
P 0.864 2.511 -3.461
C 2.157 1.953 -4.657
C 0.726 4.304 -3.909
C 0.638 4.716 -5.242
C 0.520 6.055 -5.572
C 0.487 7.014 -4.565
C 0.570 6.623 -3.241
C 0.690 5.275 -2.890
P 0.791 4.743 -1.120
C 2.253 5.724 -0.568
C -0.564 5.738 -0.362
H -0.708 2.132 -5.332
H -1.527 2.209 -3.752
H -0.653 0.752 -4.208
H 1.884 2.123 -5.700
H 2.336 0.885 -4.515
H 3.086 2.485 -4.444
H 0.653 3.981 -6.038
H 0.449 6.354 -6.612
H 0.392 8.064 -4.817
H 0.538 7.382 -2.468
H 2.134 6.792 -0.763
H 3.141 5.361 -1.089
H 2.405 5.570 0.503
H -0.472 6.808 -0.554
H -0.559 5.574 0.718
H -1.525 5.386 -0.744
O -1.983 1.595 -0.604
Si -3.567 1.542 -0.559
C -4.253 -0.212 -0.795
C -4.441 -0.757 -2.073
C -4.837 -2.079 -2.249
C -5.060 -2.891 -1.142
C -4.884 -2.374 0.137
C -4.488 -1.050 0.304
C -4.335 2.623 -1.912
C -5.657 2.526 -2.359
C -6.158 3.384 -3.333
C -5.340 4.363 -3.888
C -4.020 4.478 -3.467
C -3.531 3.615 -2.491
C -4.274 2.150 1.088
C -3.403 2.616 2.080
C -3.875 3.072 3.308
C -5.239 3.067 3.568
C -6.125 2.607 2.597
C -5.644 2.155 1.375
H -4.272 -0.133 -2.948
H -4.976 -2.478 -3.248
H -5.375 -3.920 -1.277
H -5.064 -3.000 1.005
H -4.363 -0.658 1.310
H -6.307 1.754 -1.953
H -7.184 3.287 -3.666
H -5.729 5.029 -4.650
H -3.375 5.234 -3.901
H -2.496 3.697 -2.165
H -2.334 2.622 1.878
H -3.181 3.429 4.060
H -5.613 3.419 4.523
H -7.190 2.600 2.798
H -6.352 1.795 0.632
C 3.915 -4.341 -0.667
C 3.522 -5.347 0.432
C 3.577 -4.635 1.790
C 4.580 -6.462 0.443
C 2.096 -5.945 0.165
O 1.987 -6.413 -1.181
C 1.770 -7.117 1.118
C 0.381 -7.766 0.952
C -0.764 -7.088 1.679
C -1.913 -6.693 1.001
C -2.955 -6.047 1.651
C -2.854 -5.802 3.009
Cl -4.148 -4.988 3.836
C -1.732 -6.200 3.717
C -0.698 -6.840 3.048
C 0.975 -4.919 0.323
N 1.121 -3.635 -0.344
C 1.283 -2.433 0.223
N 1.308 -1.491 -0.694
C 1.119 -2.202 -1.843
N 1.017 -3.505 -1.684
H 4.999 -4.197 -0.657
H 3.452 -3.361 -0.517
H 3.622 -4.692 -1.655
H 4.596 -4.283 1.972
H 3.310 -5.295 2.620
H 2.921 -3.762 1.821
H 5.571 -6.009 0.511
H 4.569 -7.061 -0.475
H 4.472 -7.137 1.293
H 2.640 -7.107 -1.320
H 1.906 -6.802 2.156
H 2.512 -7.891 0.930
H 0.455 -8.791 1.321
H 0.148 -7.839 -0.112
H -1.989 -6.873 -0.068
H -3.836 -5.729 1.108
H -1.672 -6.013 4.782
H 0.176 -7.154 3.612
H 0.830 -4.702 1.379
H 0.065 -5.369 -0.053
H 1.343 -2.282 1.293
H 1.066 -1.744 -2.820
*
```

Summary:
- Energy above the lowest of the compared OMol25 structures with the same formula, charge and spin: 2.5 kcal per mole
- Frontier orbital gap: 0.2914 Eh
- Lowest unoccupied orbital energy: 0.0006 hartree
- E_HOMO: -0.291 Eh

=====

Entry 2:
Here is C56H82CsGe2IN14OPS as an isolated structure in a non-equilibrium geometry from the OMol25 dataset. Energies are from ωB97M-V/def2-TZVPD.

```
! wB97M-V def2-TZVPD RIJCOSX def2/J DEFGRID3
* xyz -1 1
Cs -0.953 -0.790 0.448
C 3.147 -3.521 -2.085
C 1.986 -2.808 -1.388
Ge 1.858 -0.743 -1.331
C 3.412 -0.303 -0.075
C 4.844 -0.519 -0.567
C 2.822 -0.330 -3.064
C 2.663 0.768 -3.811
Ge 1.509 2.312 -3.326
C 2.430 3.497 -2.021
C 3.952 3.368 -2.029
C 1.157 3.441 -4.940
C 2.307 4.395 -5.272
C 3.494 1.028 -5.017
C 4.865 1.265 -4.892
C 5.640 1.575 -6.000
C 5.063 1.633 -7.261
C 3.711 1.357 -7.408
C 2.937 1.056 -6.297
H 3.001 -4.608 -2.105
H 4.093 -3.328 -1.579
H 3.251 -3.191 -3.122
H 1.948 -3.125 -0.338
H 1.048 -3.172 -1.832
H 3.238 -0.889 0.835
H 3.290 0.745 0.219
H 5.016 -1.561 -0.843
H 5.587 -0.253 0.194
H 5.042 0.092 -1.452
H 3.562 -1.044 -3.446
H 2.054 3.243 -1.031
H 2.125 4.528 -2.229
H 4.237 2.330 -1.846
H 4.408 3.982 -1.246
H 4.380 3.671 -2.989
H 0.249 4.009 -4.741
H 0.941 2.805 -5.801
H 2.481 5.090 -4.449
H 2.083 4.984 -6.165
H 3.235 3.845 -5.452
H 5.316 1.211 -3.908
H 6.697 1.777 -5.879
H 5.661 1.897 -8.125
H 3.255 1.381 -8.391
H 1.882 0.834 -6.410
C -6.461 -2.567 -0.979
N -5.555 -1.545 -0.479
C -4.297 -1.260 -0.854
N -3.849 -0.227 -0.178
C -4.894 0.093 0.624
N -5.950 -0.677 0.472
C -5.945 -3.974 -0.780
C -6.429 -4.757 0.261
C -5.975 -6.060 0.426
C -5.036 -6.590 -0.436
C -4.529 -5.808 -1.475
C -4.995 -4.504 -1.643
C -3.525 -6.357 -2.365
N -3.134 -7.588 -2.466
N -2.157 -7.623 -3.419
C -2.001 -6.411 -3.851
O -2.848 -5.556 -3.224
C -1.052 -5.919 -4.831
C -0.146 -6.785 -5.441
C 0.783 -6.276 -6.330
C 0.830 -4.916 -6.607
C -0.071 -4.046 -6.004
C -0.006 -2.555 -6.281
N -0.706 -1.802 -5.269
C -0.370 -1.666 -3.976
N -1.370 -1.138 -3.308
C -2.317 -0.954 -4.264
N -1.966 -1.362 -5.465
C -1.017 -4.558 -5.131
H -6.647 -2.386 -2.039
H -7.389 -2.423 -0.432
H -3.750 -1.801 -1.612
H -4.869 0.909 1.329
H -7.163 -4.348 0.943
H -6.359 -6.659 1.240
H -4.673 -7.603 -0.323
H -4.618 -3.917 -2.472
H -0.179 -7.838 -5.197
H 1.495 -6.941 -6.801
H 1.580 -4.528 -7.287
H -0.479 -2.320 -7.233
H 1.035 -2.227 -6.317
H 0.591 -1.938 -3.564
H -3.274 -0.499 -4.062
H -1.738 -3.908 -4.652
C 2.522 6.427 0.747
N 2.981 6.001 2.044
C 3.932 6.807 2.789
C 4.236 5.926 4.004
N 3.869 4.611 3.503
C 3.025 4.696 2.432
S 2.222 3.431 1.759
H 1.976 7.368 0.835
H 1.861 5.659 0.351
H 3.362 6.564 0.057
H 3.497 7.768 3.066
H 4.833 6.996 2.192
H 3.625 6.215 4.866
H 5.286 5.963 4.290
H 3.769 3.823 4.120
N -0.770 -0.640 2.929
P -1.115 0.125 4.188
N -1.538 1.773 4.087
C -2.423 2.489 4.998
C -1.986 3.947 5.114
C -2.134 4.660 3.759
C -1.845 3.686 2.601
C -0.896 2.591 3.072
N -2.521 -0.361 5.085
C -2.374 -1.152 6.301
C -3.741 -1.666 6.743
C -4.306 -2.661 5.715
C -3.853 -2.283 4.294
C -3.624 -0.778 4.215
N 0.057 0.101 5.460
C 0.456 1.345 6.103
C 1.587 1.100 7.097
C 2.853 0.579 6.393
C 2.485 -0.161 5.099
C 1.144 -0.863 5.270
H -2.418 2.001 5.971
H -3.464 2.460 4.638
H -0.941 3.971 5.432
H -2.574 4.454 5.883
H -1.443 5.506 3.713
H -3.146 5.061 3.661
H -1.410 4.213 1.749
H -2.771 3.215 2.261
H 0.025 3.064 3.441
H -0.602 1.939 2.251
H -1.937 -0.526 7.083
H -1.694 -2.009 6.169
H -4.413 -0.808 6.835
H -3.665 -2.128 7.730
H -5.399 -2.658 5.773
H -3.973 -3.674 5.957
H -4.593 -2.600 3.554
H -2.905 -2.767 4.051
H -4.556 -0.254 4.487
H -3.369 -0.491 3.194
H -0.401 1.770 6.635
H 0.787 2.104 5.374
H 1.245 0.371 7.836
H 1.797 2.031 7.631
H 3.384 -0.098 7.067
H 3.538 1.405 6.175
H 3.259 -0.886 4.837
H 2.396 0.538 4.262
H 1.205 -1.551 6.131
H 0.904 -1.446 4.381
I -1.984 2.817 -3.215
C -0.224 1.849 -2.430
H -0.179 2.144 -1.385
H -0.434 0.788 -2.489
*
```

Summary:
- Energy above the lowest of the compared OMol25 structures with the same formula, charge and spin: 9.0 kcal per mole
- Frontier orbital gap: 0.1732 Eh
- Lowest unoccupied orbital energy: 0.0511 hartree
- E_HOMO: -0.122 Eh

=====

Entry 3:
Here is C56H86Br6N7O15 as an isolated structure in a non-equilibrium geometry from the OMol25 dataset. Energies are from ωB97M-V/def2-TZVPD.

```
! wB97M-V def2-TZVPD RIJCOSX def2/J DEFGRID3
* xyz -1 1
C -0.512 6.363 0.497
C -0.098 5.239 -0.510
C -0.021 3.905 0.195
C 0.617 2.897 -0.877
N 0.324 1.306 -0.667
C 1.013 0.413 -1.748
C -0.046 -0.458 -2.472
C -1.311 0.333 -2.251
C -1.229 1.096 -0.930
C 0.675 1.008 0.799
C 0.618 -0.525 1.115
C 0.027 -0.779 2.450
H -1.544 6.268 0.833
H -0.522 7.367 0.073
H 0.229 6.533 1.279
H 0.843 5.458 -1.015
H -0.984 5.082 -1.126
H -1.031 3.622 0.493
H 0.679 3.981 1.027
H 1.707 2.911 -0.855
H 0.357 3.159 -1.903
H 1.771 -0.280 -1.383
H 1.552 1.107 -2.393
H -0.119 -1.499 -2.155
H 0.151 -0.363 -3.540
H -2.101 -0.417 -2.210
H -1.455 1.043 -3.065
H -1.747 0.512 -0.169
H -1.836 2.001 -0.952
H -0.158 1.397 1.385
H 1.625 1.507 0.991
H 1.645 -0.891 1.117
H 0.017 -0.978 0.327
H -0.027 -1.861 2.576
H -0.986 -0.397 2.579
H 0.731 -0.392 3.186
C -0.821 -7.778 7.557
C -0.284 -7.832 8.995
N -1.113 -6.984 9.820
C -1.082 -5.585 9.847
C -2.107 -5.151 10.674
N -2.884 -6.285 10.979
C -2.246 -7.369 10.436
C -4.139 -6.280 11.688
H -1.894 -7.969 7.552
H -0.349 -8.533 6.929
H -0.914 -6.757 7.187
H 0.755 -7.552 9.166
H -0.219 -8.866 9.333
H -0.357 -5.108 9.204
H -2.343 -4.133 10.946
H -2.574 -8.397 10.483
H -3.836 -6.137 12.725
H -4.663 -7.190 11.394
H -4.760 -5.475 11.294
O -3.656 -7.182 0.860
C -3.966 -5.799 0.783
C -5.341 -5.074 0.450
O -6.341 -5.193 1.421
H -3.261 -5.243 0.165
H -3.599 -5.436 1.743
H -5.741 -5.570 -0.435
H -5.256 -4.024 0.172
C 5.568 5.898 -4.525
C 6.676 5.134 -3.760
C 6.782 5.608 -2.280
O 6.768 3.714 -3.979
H 5.577 6.958 -4.270
H 4.593 5.453 -4.326
H 5.591 5.970 -5.613
H 7.578 5.586 -4.173
H 6.965 6.681 -2.330
H 7.699 5.333 -1.759
H 5.838 5.533 -1.740
C 5.365 9.584 3.914
Br 4.374 10.668 2.596
Br 7.347 10.063 3.852
Br 5.091 7.645 3.581
H 4.924 9.765 4.895
C -2.480 15.354 2.525
Br -2.204 15.465 0.539
Br -2.505 13.556 3.250
Br -4.126 16.351 3.224
H -1.558 15.800 2.896
C 4.419 -5.701 -1.009
C 3.812 -6.308 0.065
C 2.621 -7.009 -0.194
C 2.058 -7.148 -1.460
C 2.720 -6.522 -2.503
C 3.877 -5.799 -2.245
O 4.536 -5.207 -3.287
O 1.980 -7.622 0.820
H 5.212 -4.991 -0.826
H 4.259 -6.233 1.045
H 1.124 -7.645 -1.675
H 2.401 -6.663 -3.525
H 4.379 -5.627 -4.136
H 1.035 -7.524 0.683
C -7.307 2.088 -1.566
C -7.789 0.980 -0.878
C -8.210 1.239 0.440
C -8.110 2.474 1.032
C -7.552 3.573 0.406
C -7.108 3.334 -0.886
O -6.497 4.291 -1.593
O -8.753 0.166 1.181
H -7.115 1.925 -2.616
H -7.785 -0.032 -1.257
H -8.403 2.515 2.071
H -7.207 4.479 0.884
H -6.097 3.967 -2.404
H -8.206 -0.609 1.030
C -3.145 -3.310 -8.022
C -4.350 -2.863 -7.563
C -4.863 -3.652 -6.523
C -4.130 -4.673 -5.920
C -2.860 -5.061 -6.336
C -2.459 -4.449 -7.466
O -1.263 -4.858 -8.049
O -6.139 -3.444 -5.935
H -2.577 -2.847 -8.816
H -4.807 -1.954 -7.923
H -4.641 -5.181 -5.115
H -2.291 -5.929 -6.035
H -0.936 -4.313 -8.768
H -6.588 -2.613 -6.106
C 4.105 -1.593 -9.210
C 5.085 -0.825 -8.624
C 5.926 -0.099 -9.389
C 5.848 -0.088 -10.721
C 4.789 -0.828 -11.398
C 3.909 -1.553 -10.627
O 2.858 -2.279 -11.105
O 6.832 0.689 -8.766
H 3.358 -2.172 -8.688
H 5.043 -0.768 -7.546
H 6.556 0.452 -11.332
H 4.628 -0.719 -12.460
H 2.867 -2.237 -12.064
H 6.408 0.995 -7.960
C 5.996 0.599 6.019
C 5.464 -0.385 6.842
C 5.589 -1.716 6.457
C 6.131 -1.995 5.240
C 6.711 -1.013 4.468
C 6.655 0.286 4.876
O 6.986 1.314 4.031
O 4.851 -2.701 7.041
H 5.896 1.601 6.409
H 4.936 -0.092 7.738
H 6.397 -3.021 5.031
H 7.225 -1.231 3.543
H 7.137 1.058 3.118
H 5.192 -3.488 6.610
C -6.055 -2.354 6.579
O -5.570 -1.398 7.137
N -7.203 -2.873 6.884
N -5.487 -3.080 5.698
H -7.399 -3.701 6.340
H -7.761 -2.350 7.544
H -6.169 -3.345 5.002
H -4.611 -2.754 5.317
C 0.433 9.880 -5.350
O 1.518 9.950 -5.843
N -0.558 8.987 -5.630
N 0.123 10.900 -4.610
H -1.348 8.844 -5.018
H -0.397 8.466 -6.480
H 0.910 11.531 -4.556
H -0.771 10.978 -4.148
*
```

Summary:
- Frontier orbital gap: 0.0397 Eh
- Lowest unoccupied orbital energy: -0.0022 hartree
- E_HOMO: -0.042 Eh